Record 1
{"formula": "C23H22ClN3O5Pd", "method": "ωB97M-V/def2-TZVPD", "symbols": ["Pd", "N", "C", "C", "C", "C", "C", "C", "C", "C", "C", "C", "C", "C", "H", "H", "H", "H", "H", "H", "H", "H", "H", "H", "C", "N", "N", "C", "O", "C", "C", "C", "C", "C", "C", "C", "C", "C", "H", "H", "H", "H", "H", "H", "H", "H", "H", "H", "H", "H", "O", "Cl", "O", "O", "O"], "coordinates": [[0.54286, -0.08534, 0.37510], [2.33011, -0.76055, -0.64356], [2.51878, -0.58462, -2.05125], [3.22680, -1.55491, -2.74830], [3.41441, -1.44820, -4.11433], [2.88279, -0.36065, -4.78895], [2.15857, 0.59219, -4.09439], [1.95574, 0.51067, -2.71447], [1.07586, 1.51114, -2.05100], [0.96252, 2.79657, -2.59261], [0.02729, 3.70739, -2.13724], [-0.85152, 3.34747, -1.12606], [-0.73028, 2.09888, -0.53670], [0.24020, 1.20946, -0.97558], [2.54564, -1.71077, -0.36760], [2.90170, -0.12456, -0.08535], [3.63929, -2.39833, -2.20653], [3.96642, -2.21159, -4.64611], [3.01024, -0.26407, -5.85887], [1.69768, 1.40290, -4.64126], [1.64229, 3.09024, -3.38240], [-0.01484, 4.69639, -2.57377], [-1.59760, 4.04434, -0.76727], [-1.37018, 1.82641, 0.29693], [-4.71588, -2.39743, 3.20267], [-3.33142, -2.62692, 2.82329], [-2.96235, -2.42373, 1.49662], [-1.62323, -2.05941, 1.44299], [-1.00490, -1.92314, 0.37640], [-1.20438, -1.93562, 2.80870], [-2.26857, -2.24710, 3.59243], [-2.40223, -2.17920, 5.07243], [-3.67127, -3.04961, 0.44004], [-4.23665, -4.30658, 0.61484], [-4.92338, -4.89623, -0.43565], [-5.02271, -4.24663, -1.65740], [-4.43700, -2.99947, -1.82617], [-3.76689, -2.38968, -0.77761], [-5.34993, -2.59613, 2.34378], [-4.87936, -1.36815, 3.53168], [-4.99106, -3.08542, 3.99950], [-0.22434, -1.62357, 3.13215], [-1.44556, -1.91175, 5.51322], [-2.72462, -3.13655, 5.48409], [-3.13363, -1.42354, 5.36537], [-4.13177, -4.81559, 1.56438], [-5.36824, -5.87353, -0.30179], [-5.55276, -4.71244, -2.47746], [-4.50764, -2.49129, -2.77874], [-3.30324, -1.42082, -0.89578], [1.99906, 1.91294, 3.78669], [1.58895, 1.23962, 2.60555], [1.90163, -0.19068, 2.67763], [2.22967, 1.78586, 1.42985], [0.13627, 1.33314, 2.43490]], "forces_ev_per_a": [[-0.3, -0.7, -0.4], [-0.1, 0.4, 0.3], [-0.1, 0.0, -0.1], [0.0, 0.1, 0.0], [0.0, 0.0, 0.0], [0.0, 0.0, 0.0], [0.0, 0.0, 0.0], [0.0, 0.0, 0.1], [-0.1, -0.2, -0.2], [0.0, 0.0, -0.1], [0.0, 0.0, 0.0], [0.0, 0.0, 0.0], [0.0, -0.1, -0.1], [0.2, 0.6, 0.1], [0.0, 0.0, 0.0], [0.2, 0.0, -0.1], [0.0, 0.0, 0.0], [0.0, 0.0, 0.0], [0.0, 0.0, 0.0], [0.0, 0.0, 0.0], [0.0, 0.0, 0.0], [0.0, 0.0, 0.0], [0.0, 0.0, 0.0], [0.0, 0.0, 0.0], [0.0, 0.1, 0.0], [0.0, -0.3, -0.1], [0.0, 0.1, 0.0], [0.0, 0.0, -0.1], [-0.1, 0.0, 0.2], [0.0, 0.1, 0.1], [0.0, 0.0, 0.0], [0.0, 0.0, 0.0], [0.0, 0.0, 0.0], [0.0, 0.0, 0.0], [0.0, 0.0, 0.0], [0.0, 0.0, 0.0], [0.0, 0.0, 0.0], [0.0, 0.0, 0.0], [0.0, 0.0, 0.0], [0.0, 0.0, 0.0], [0.0, 0.0, 0.0], [0.0, 0.0, 0.0], [0.0, 0.0, 0.0], [0.0, 0.0, 0.0], [0.0, 0.0, 0.0], [0.0, 0.0, 0.0], [0.0, 0.0, 0.0], [0.0, 0.0, 0.0], [0.0, 0.0, 0.0], [0.0, 0.0, 0.0], [0.0, 0.0, 0.0], [-0.1, -0.1, 0.0], [0.0, 0.0, -0.1], [0.3, 0.2, 0.3], [0.1, 0.1, -0.1]], "lowdin_charge": [0.86, 0.05, -0.23, -0.03, -0.08, -0.08, -0.03, -0.11, -0.16, -0.04, -0.08, -0.08, -0.10, -0.18, 0.11, 0.10, 0.11, 0.10, 0.10, 0.11, 0.11, 0.10, 0.11, 0.10, 0.00, -0.08, 0.05, -0.42, -0.04, 0.07, -0.26, 0.00, -0.20, -0.03, -0.08, -0.09, -0.07, 0.00, 0.09, 0.10, 0.10, 0.10, 0.09, 0.09, 0.09, 0.12, 0.10, 0.10, 0.11, 0.12, -0.30, 0.65, -0.40, -0.36, -0.40], "relative_energy_kcal_mol": 26.5, "gap_ev": 8.04, "energy_ev": -54909.451}

=====

Record 2
{"formula": "C23H22IMnN3O4S2Se", "method": "ωB97M-V/def2-TZVPD", "symbols": ["Mn", "S", "C", "N", "C", "C", "N", "C", "C", "C", "C", "C", "C", "C", "C", "S", "C", "C", "C", "C", "C", "C", "C", "H", "H", "H", "H", "H", "H", "H", "H", "H", "H", "H", "H", "H", "H", "H", "H", "H", "H", "I", "C", "C", "C", "C", "C", "N", "H", "H", "H", "H", "O", "Se", "O", "O", "O"], "coordinates": [[0.07169, -0.27316, -0.11988], [-1.39368, 1.50847, -0.16159], [-1.07069, 2.38406, -1.59328], [-1.82363, 3.38560, -1.97139], [-1.57228, 4.02276, -3.26627], [-0.08245, 4.13290, -3.47828], [0.53367, 2.81241, -3.34667], [1.60449, 2.46708, -4.29537], [0.96073, 2.12982, -5.62800], [0.90455, 3.08064, -6.64091], [0.29557, 2.76984, -7.84907], [-0.28021, 1.52148, -8.03474], [-0.22864, 0.57144, -7.02316], [0.37642, 0.87877, -5.81562], [0.09394, 1.99043, -2.42905], [0.86267, 0.49047, -2.12173], [-2.99526, 3.84933, -1.21852], [-4.24811, 3.75138, -2.05733], [-4.78134, 2.49888, -2.35540], [-5.95663, 2.40206, -3.08109], [-6.59949, 3.55281, -3.51930], [-6.06257, 4.80124, -3.23806], [-4.88477, 4.90046, -2.51082], [-2.02698, 5.01087, -3.27107], [-2.03525, 3.43003, -4.05990], [0.36017, 4.80153, -2.73300], [0.12805, 4.52409, -4.47031], [2.15526, 1.61494, -3.90613], [2.26810, 3.32603, -4.39401], [1.37682, 4.04797, -6.51074], [0.28333, 3.50191, -8.64457], [-0.77318, 1.28982, -8.96866], [-0.66271, -0.40750, -7.17318], [0.41462, 0.13987, -5.02404], [-2.82758, 4.88906, -0.92865], [-3.09234, 3.24968, -0.31722], [-4.28805, 1.60214, -1.99488], [-6.37774, 1.42962, -3.29621], [-7.52293, 3.47704, -4.07621], [-6.56055, 5.69888, -3.57693], [-4.47934, 5.87728, -2.27244], [2.23418, -1.47061, 3.00331], [2.20943, 0.44057, 2.10792], [3.07056, 1.31560, 2.77269], [3.21340, 2.61608, 2.35379], [2.49631, 3.03051, 1.24426], [1.67067, 2.13288, 0.62630], [1.48553, 0.84717, 1.01648], [3.62257, 0.94868, 3.62528], [3.87176, 3.29621, 2.87659], [2.57610, 4.03785, 0.86315], [1.11272, 2.44331, -0.24167], [-1.19887, -1.51622, -0.95933], [-0.50091, -2.38982, 0.26095], [-0.82118, -3.86809, 0.57995], [-0.70548, -1.13193, 1.36523], [1.05082, -1.87417, -0.15639]], "forces_ev_per_a": [[1.2, 4.2, -0.4], [-0.2, 0.0, 0.0], [-0.7, 0.3, 0.4], [0.6, -0.5, 0.1], [0.3, 0.1, -0.4], [-0.3, 0.3, 0.1], [-0.3, -0.3, 0.7], [0.0, -0.2, -0.7], [0.0, 0.1, 0.1], [0.2, -0.1, -0.1], [0.0, 0.0, 0.0], [0.0, 0.0, 0.0], [-0.1, 0.0, 0.1], [0.1, 0.0, 0.0], [0.6, -0.2, -0.5], [0.0, 0.0, -0.4], [-0.7, 0.1, 0.0], [0.0, 0.0, 0.0], [0.0, 0.1, 0.1], [0.0, -0.1, 0.0], [0.0, 0.1, 0.0], [0.0, 0.0, 0.0], [0.0, 0.0, 0.1], [0.0, 0.0, 0.1], [-0.1, 0.0, 0.1], [0.1, 0.0, -0.1], [0.0, -0.1, 0.0], [0.1, 0.1, 0.1], [0.0, 0.0, 0.1], [0.0, 0.0, 0.0], [0.0, 0.0, 0.0], [0.1, 0.0, 0.0], [0.0, 0.0, 0.0], [0.0, -0.1, 0.0], [0.2, -0.1, 0.0], [0.1, 0.0, 0.0], [0.0, 0.0, 0.0], [0.0, 0.0, 0.0], [0.0, 0.0, 0.0], [0.0, 0.0, 0.0], [0.0, 0.0, 0.0], [-0.3, 0.3, -0.5], [-0.3, -0.2, -0.3], [-0.1, -0.1, 0.0], [0.1, 0.1, 0.0], [0.0, 0.1, 0.0], [-0.1, -0.2, -0.2], [0.5, -0.4, 0.7], [0.0, 0.0, 0.0], [0.0, 0.0, 0.0], [0.0, 0.0, 0.0], [0.1, 0.0, 0.1], [-0.4, 0.6, -0.8], [-0.4, -2.7, 0.9], [-0.3, -1.3, 0.3], [-0.3, 0.1, 0.7], [0.7, -0.2, -0.2]], "lowdin_charge": [0.42, 0.93, -0.54, -0.05, -0.06, -0.06, -0.05, -0.08, -0.22, -0.05, -0.05, -0.05, -0.05, -0.04, -0.55, 0.93, -0.09, -0.24, -0.03, -0.05, -0.05, -0.05, -0.04, 0.15, 0.16, 0.16, 0.14, 0.09, 0.15, 0.12, 0.12, 0.12, 0.12, 0.09, 0.15, 0.09, 0.11, 0.12, 0.12, 0.12, 0.12, 1.11, -0.65, -0.13, -0.01, -0.02, -0.16, -0.05, 0.09, 0.14, 0.12, 0.05, -0.41, 0.92, -0.25, -0.45, -0.45], "gap_ev": [5.84, 5.98], "spin_multiplicity": 4, "energy_ev": -163286.785, "charge": 2}

=====

Record 3
{"formula": "C23H22IN4O10STeY", "method": "ωB97M-V/def2-TZVPD", "symbols": ["Y", "O", "C", "O", "C", "C", "C", "C", "C", "O", "C", "C", "O", "O", "H", "H", "H", "H", "H", "H", "H", "H", "O", "C", "C", "C", "C", "C", "C", "C", "N", "C", "C", "N", "H", "H", "H", "H", "H", "H", "H", "N", "C", "O", "C", "I", "H", "H", "H", "H", "O", "N", "O", "O", "Te", "C", "C", "C", "C", "S", "H", "H", "H"], "coordinates": [[-0.37134, -0.86754, -0.38145], [-1.06688, 1.97723, 2.71169], [-1.13996, 1.73106, 1.50740], [-0.28620, 1.04230, 0.84135], [-2.26897, 2.38688, 0.69893], [-1.69216, 2.99370, -0.58929], [-2.70114, 3.96805, -1.22729], [-3.69566, 2.98209, -1.89254], [-3.12473, 1.63938, -1.41416], [-1.72010, 1.88522, -1.48329], [-3.40126, 1.48893, 0.10179], [-3.51505, 0.00875, 0.50754], [-4.60589, -0.37726, 0.92697], [-2.48630, -0.72128, 0.31794], [-2.70072, 3.14831, 1.34895], [-0.67251, 3.36272, -0.49912], [-2.20883, 4.60068, -1.96714], [-3.16916, 4.61397, -0.48197], [-3.64639, 3.04374, -2.98049], [-4.72983, 3.13091, -1.57946], [-3.36283, 0.76834, -2.01910], [-4.36927, 1.92576, 0.34703], [-0.56573, -3.11418, -0.33800], [-0.32770, -4.17636, 0.33259], [-0.47203, -5.45055, -0.28515], [-0.24377, -6.62798, 0.38653], [0.14255, -6.61903, 1.72835], [0.29927, -5.39475, 2.35245], [0.09666, -4.17907, 1.69578], [0.31714, -2.92820, 2.42169], [-0.15429, -1.72397, 2.16049], [0.30952, -0.88885, 3.15207], [1.07652, -1.59396, 4.02448], [1.07597, -2.88915, 3.55277], [-0.78167, -5.44530, -1.32312], [-0.37520, -7.57188, -0.13322], [0.30203, -7.54057, 2.27398], [0.56138, -5.38850, 3.40651], [0.05485, 0.15983, 3.15565], [1.62087, -1.30348, 4.90560], [1.59872, -3.66160, 3.91842], [0.03792, -1.54389, -4.31925], [-0.41140, -0.40740, -3.61871], [-1.03608, -0.66696, -2.51717], [-0.18242, 0.85269, -4.11397], [1.86032, 1.52967, -1.69998], [0.17086, -2.30494, -3.66625], [0.89405, -1.36563, -4.82368], [-0.63988, 1.69778, -3.62448], [0.29819, 0.97483, -5.07665], [3.62754, -1.77214, -1.05166], [2.42009, -1.75410, -0.89524], [1.61226, -1.90108, -1.83372], [1.90984, -1.54612, 0.25460], [3.08843, 1.47142, 0.75509], [4.08010, 3.31617, 0.56966], [4.14170, 4.29573, 1.52328], [4.98883, 5.38016, 1.16412], [5.55301, 5.21396, -0.06415], [5.07166, 3.72940, -0.77189], [3.56950, 4.25180, 2.43942], [5.14827, 6.25479, 1.78004], [6.19728, 5.89946, -0.59157]], "forces_ev_per_a": [[-0.8, -0.7, 0.4], [0.0, 0.0, 0.0], [0.0, 0.0, -0.1], [0.1, -0.2, 0.0], [0.0, 0.0, 0.0], [0.0, 0.0, 0.0], [0.0, 0.0, 0.0], [0.0, 0.0, 0.0], [0.0, 0.0, 0.0], [0.1, 0.1, 0.0], [0.0, 0.0, 0.0], [0.0, 0.1, 0.1], [0.0, 0.0, 0.0], [0.1, 0.0, -0.2], [0.0, 0.0, 0.0], [0.0, 0.0, 0.0], [0.0, 0.0, 0.0], [0.0, 0.0, 0.0], [0.0, 0.0, 0.0], [0.0, 0.0, 0.0], [0.0, 0.0, 0.0], [0.0, 0.0, 0.0], [0.0, 0.3, 0.0], [0.0, 0.0, 0.0], [0.0, 0.0, 0.0], [0.0, 0.0, 0.0], [0.0, 0.0, 0.0], [0.0, 0.0, 0.0], [0.0, -0.1, 0.0], [0.0, 0.1, 0.1], [0.1, 0.0, -0.3], [0.0, 0.0, 0.0], [0.0, 0.0, 0.0], [-0.1, -0.1, 0.0], [0.0, 0.0, 0.0], [0.0, 0.0, 0.0], [0.0, 0.0, 0.0], [0.0, 0.0, 0.0], [0.0, 0.0, 0.0], [0.0, 0.0, 0.0], [0.0, 0.0, 0.0], [0.0, 0.0, 0.0], [0.1, 0.1, 0.1], [0.2, -0.1, 0.1], [0.1, 0.0, 0.0], [0.0, -0.1, 0.1], [0.0, 0.0, 0.0], [0.0, 0.0, 0.0], [0.0, 0.0, 0.0], [0.0, 0.0, 0.0], [0.0, -0.2, 0.0], [0.1, -0.1, 0.0], [0.0, 0.2, -0.1], [0.2, 0.6, 0.1], [0.0, 0.1, -0.3], [0.1, 0.0, 0.0], [-0.1, 0.0, 0.0], [0.0, 0.0, 0.0], [0.0, 0.0, 0.0], [0.0, 0.0, 0.0], [0.0, 0.0, 0.0], [0.0, 0.0, 0.0], [0.0, 0.0, 0.0]], "lowdin_charge": [1.51, 0.01, -0.60, -0.27, -0.10, -0.28, -0.10, -0.11, -0.25, -0.13, -0.10, -0.60, 0.01, -0.13, 0.14, 0.14, 0.10, 0.10, 0.11, 0.10, 0.16, 0.14, -0.17, -0.36, -0.02, -0.13, -0.15, -0.08, -0.08, -0.28, 0.08, -0.12, -0.10, 0.09, 0.10, 0.09, 0.07, 0.09, 0.08, 0.09, 0.13, 0.09, -0.68, -0.23, -0.11, 0.52, 0.07, 0.07, 0.00, 0.02, 0.00, -0.61, -0.10, -0.19, 0.84, -1.04, -0.27, -0.22, -0.46, 0.89, 0.09, 0.09, 0.05], "relative_energy_kcal_mol": 42.2, "gap_ev": 5.80, "energy_ev": -77922.011, "charge": -2}

=====

Record 4
{"formula": "C23H22MnN4O6S", "method": "ωB97M-V/def2-TZVPD", "symbols": ["Mn", "O", "C", "C", "C", "C", "C", "C", "C", "O", "N", "N", "C", "C", "C", "C", "C", "C", "N", "H", "H", "H", "H", "H", "H", "H", "H", "H", "H", "C", "C", "C", "C", "C", "C", "C", "S", "O", "O", "N", "C", "C", "C", "O", "O", "H", "H", "H", "H", "H", "H", "H", "H", "H", "H", "H", "H"], "coordinates": [[-0.32691, -0.81527, 0.97475], [4.01987, -0.64394, 1.48850], [3.91037, 0.61183, 1.97428], [5.08501, 1.36131, 1.99483], [5.07170, 2.64338, 2.49611], [3.89274, 3.22209, 2.98876], [2.73176, 2.50163, 2.96463], [2.70707, 1.18469, 2.44061], [1.44747, 0.50945, 2.37715], [1.36109, -0.67253, 1.70936], [0.35288, 0.98036, 2.93011], [-0.61366, 0.08506, 2.65599], [-1.54417, -0.35007, 3.41656], [-2.05461, -1.67279, 3.03967], [-3.08236, -2.32674, 3.67954], [-3.34021, -3.65167, 3.32964], [-2.56207, -4.26621, 2.36848], [-1.55469, -3.53464, 1.74934], [-1.29914, -2.27394, 2.08019], [3.20485, -1.13137, 1.64019], [5.99515, 0.90679, 1.63019], [5.99395, 3.20908, 2.51448], [3.90536, 4.22976, 3.37764], [1.80812, 2.93321, 3.32429], [-1.76722, 0.14879, 4.35495], [-3.66318, -1.82377, 4.44042], [-4.13711, -4.19535, 3.81897], [-2.71877, -5.29799, 2.08873], [-0.93312, -3.98194, 0.98457], [-2.14983, 2.98654, -5.47407], [-2.02734, 1.92991, -4.42272], [-2.14293, 2.24617, -3.06901], [-2.01908, 1.27937, -2.09336], [-1.77595, -0.03959, -2.49244], [-1.70377, -0.39678, -3.85480], [-1.81264, 0.59490, -4.79867], [-1.70861, -1.31879, -1.37887], [-2.08418, -0.86621, -0.00188], [-2.29494, -2.51610, -1.86863], [-0.05474, -1.73827, -0.95112], [1.08222, -1.28425, -1.83873], [1.83978, -0.08638, -1.28711], [0.96048, 1.05137, -0.84970], [1.02413, 2.18656, -1.19506], [-0.01120, 0.71036, 0.07615], [-2.24629, 3.97874, -5.04089], [-3.02499, 2.79121, -6.09651], [-1.27664, 2.97304, -6.12753], [-2.32835, 3.27037, -2.77516], [-2.10343, 1.53602, -1.04919], [-1.58568, -1.42984, -4.15470], [-1.74996, 0.34061, -5.84876], [-0.09640, -2.75873, -0.98781], [0.68243, -1.08232, -2.83234], [1.75243, -2.13742, -1.91979], [2.51182, 0.28453, -2.05974], [2.45349, -0.39421, -0.44049]], "forces_ev_per_a": [[0.5, 0.2, -0.5], [0.1, 0.1, 0.0], [0.1, 0.0, -0.1], [-0.1, 0.0, 0.0], [0.0, 0.0, 0.0], [0.1, 0.0, 0.0], [0.0, 0.0, 0.0], [0.1, 0.1, 0.1], [0.1, -0.1, 0.0], [-0.1, -0.1, 0.1], [0.0, 0.0, 0.0], [-0.2, 0.0, -0.1], [0.0, 0.0, 0.1], [0.1, 0.1, 0.0], [0.0, 0.0, 0.0], [0.0, 0.0, 0.0], [0.1, 0.0, -0.1], [-0.1, 0.0, 0.1], [-0.1, 0.0, 0.0], [-0.1, -0.1, 0.0], [0.0, 0.0, 0.0], [0.0, 0.0, 0.0], [0.0, 0.0, 0.0], [0.0, 0.0, 0.0], [0.0, 0.0, 0.0], [0.0, 0.0, 0.0], [0.0, 0.0, 0.0], [0.0, 0.0, 0.0], [0.0, 0.0, 0.0], [0.0, 0.0, 0.0], [0.0, 0.0, -0.1], [0.0, 0.0, 0.0], [0.1, -0.1, 0.0], [-0.1, 0.1, -0.4], [0.0, 0.1, 0.1], [0.0, 0.0, 0.0], [-0.1, 0.0, 0.7], [-0.2, 0.0, -0.5], [0.1, -0.1, 0.1], [0.1, -0.1, -0.1], [-0.1, -0.1, 0.0], [0.1, 0.0, -0.2], [-0.2, 0.2, 0.5], [0.1, -0.2, -0.2], [0.0, -0.1, -0.2], [0.0, 0.0, 0.0], [0.0, 0.0, 0.0], [0.0, 0.0, 0.0], [0.0, 0.0, 0.0], [0.0, 0.0, 0.1], [0.0, 0.0, 0.0], [0.0, 0.0, 0.0], [0.1, 0.0, 0.1], [0.0, 0.0, 0.0], [0.0, 0.0, 0.0], [0.0, 0.0, 0.0], [0.0, 0.1, 0.0]], "lowdin_charge": [1.01, 0.09, -0.23, 0.02, -0.01, -0.04, 0.00, -0.08, -0.31, -0.13, 0.16, -0.06, 0.07, -0.21, 0.05, 0.02, 0.02, -0.06, 0.02, 0.09, 0.13, 0.13, 0.12, 0.12, 0.17, 0.14, 0.14, 0.13, 0.13, -0.01, -0.21, 0.02, -0.02, -0.32, -0.04, 0.01, 0.79, -0.33, -0.20, -0.13, -0.12, -0.05, -0.50, 0.19, -0.15, 0.09, 0.11, 0.10, 0.14, 0.12, 0.13, 0.14, 0.12, 0.12, 0.14, 0.15, 0.11], "gap_ev": [5.03, 5.56], "spin_multiplicity": 4, "energy_ev": -84592.611, "charge": 2}